Record 1
19
Properties=species:S:1:pos:R:3:nbo_charge:R:1 method="wB97M-V/def2-TZVPD" relative_energy_ev=2.107 smiles="C=NC.NCCS" homo_ev=-8.197
C -2.3395 -2.1015 -0.8537 -0.011
N -1.4576 -1.3543 -0.3596 -0.411
C -1.7629 -0.6668 0.9136 -0.461
H -3.3499 -2.3234 -0.4723 0.151
H -2.1680 -2.5964 -1.8134 0.175
H -1.8742 0.4050 0.7469 0.213
H -0.9100 -0.7369 1.5978 0.228
H -2.6659 -1.0153 1.4467 0.187
N 1.5181 0.9189 1.3920 -0.874
C 1.2864 1.5840 0.1124 -0.226
C 1.8929 0.9239 -1.1210 -0.527
S 1.3578 -0.7927 -1.4448 -0.184
H 2.1729 1.4508 1.9475 0.361
H 1.8024 -0.0520 1.3284 0.373
H 0.2046 1.8029 0.1049 0.177
H 1.7528 2.5798 0.1522 0.189
H 2.9880 0.9165 -1.0555 0.211
H 1.5689 1.5661 -1.9466 0.207
H -0.0167 -0.5085 -0.6754 0.220

Record 2
93
Properties=species:S:1:pos:R:3:lowdin_charge:R:1 method="wB97M-V/def2-TZVPD" homo_ev=-9.154 total_charge=+1
Ba -0.1609 -0.0034 1.2867 1.884
C -0.9802 -2.9831 2.8759 -0.031
C 0.2969 -2.5594 2.1670 -0.351
C 0.5531 -3.0368 0.8592 -0.230
C -0.4415 -3.9648 0.2078 -0.020
C 1.7521 -2.6783 0.2146 -0.209
C 2.2402 -3.4444 -1.0015 -0.019
C 2.5654 -1.6643 0.7635 -0.224
C 3.7717 -1.1573 0.0161 -0.013
C 2.2998 -1.1687 2.0487 -0.322
C 3.1917 -0.1018 2.6481 -0.019
C 1.2219 -1.7031 2.7934 -0.381
C 1.0743 -1.2972 4.2500 -0.024
H -0.8651 -3.9894 3.2853 0.112
H -1.8361 -3.0255 2.2024 0.079
H -1.2451 -2.3291 3.7036 0.075
H -0.4680 -4.9343 0.7106 0.107
H -0.2283 -4.1418 -0.8419 0.081
H -1.4493 -3.5524 0.2557 0.082
H 2.0513 -2.9708 -1.9662 0.092
H 1.8061 -4.4391 -1.0368 0.087
H 3.3207 -3.5656 -0.9430 0.093
H 4.6929 -1.5400 0.4624 0.111
H 3.8372 -0.0705 0.0560 0.086
H 3.7626 -1.4433 -1.0316 0.082
H 4.1455 -0.5347 2.9597 0.111
H 2.7501 0.3709 3.5221 0.078
H 3.4265 0.6878 1.9345 0.085
H 0.7681 -0.2592 4.4145 0.069
H 2.0453 -1.4276 4.7278 0.105
H 0.3722 -1.9389 4.7725 0.081
O 0.4057 -1.2111 -2.0595 -0.075
N -0.8684 -0.8558 -1.5214 -0.075
C -1.7341 -0.9112 -2.4599 -0.093
C -3.1742 -0.5887 -2.3408 -0.229
C -4.0182 -1.3612 -3.1286 -0.030
C -5.3978 -1.1959 -3.0580 -0.060
C -5.9157 -0.2391 -2.2000 -0.056
C -5.0608 0.5652 -1.4469 -0.059
C -3.6862 0.4088 -1.5162 -0.323
P -2.4714 1.4329 -0.6183 1.003
C -3.4614 2.6989 0.2257 -0.391
C -3.9625 2.3748 1.4852 -0.126
C -4.7452 3.2707 2.1977 -0.075
C -5.0217 4.5206 1.6569 -0.078
C -4.5137 4.8622 0.4124 -0.069
C -3.7439 3.9532 -0.3027 -0.069
C -1.6486 2.3225 -1.9846 -0.368
C -0.3260 2.7330 -1.8248 -0.116
C 0.3282 3.4210 -2.8365 -0.074
C -0.3320 3.7065 -4.0237 -0.073
C -1.6505 3.3027 -4.1951 -0.067
C -2.3003 2.6153 -3.1801 -0.089
H 0.9329 -1.3728 -1.2656 0.012
H -1.3799 -1.2623 -3.4264 0.145
H -3.5910 -2.1021 -3.7933 0.117
H -6.0493 -1.8040 -3.6695 0.110
H -6.9847 -0.0917 -2.1259 0.111
H -5.4821 1.3374 -0.8121 0.108
H -3.7421 1.4075 1.9283 0.092
H -5.1265 3.0002 3.1731 0.106
H -5.6213 5.2300 2.2113 0.108
H -4.7092 5.8415 -0.0035 0.110
H -3.3426 4.2412 -1.2671 0.104
H 0.1801 2.5587 -0.8810 0.060
H 1.3526 3.7401 -2.6950 0.107
H 0.1752 4.2448 -4.8133 0.107
H -2.1717 3.5250 -5.1163 0.108
H -3.3285 2.3003 -3.3234 0.113
N -0.5032 2.3779 1.5718 -0.246
C -0.5988 3.3229 2.3927 -0.404
C -0.3500 3.0058 3.8570 -0.202
C 0.5864 3.6905 4.6230 -0.031
C 0.8653 3.2855 5.9229 -0.071
C 0.1792 2.2177 6.4912 -0.089
C -0.7888 1.5528 5.7478 -0.103
C -1.0376 1.9422 4.4379 -0.085
C -0.9674 4.7359 2.0420 -0.180
C -1.7407 5.5133 2.8975 -0.038
C -2.1346 6.7922 2.5242 -0.081
C -1.7389 7.3112 1.2991 -0.087
C -0.9532 6.5440 0.4449 -0.076
C -0.5756 5.2640 0.8158 -0.038
H 1.1020 4.5404 4.1915 0.121
H 1.6102 3.8180 6.4996 0.106
H 0.3811 1.9205 7.5114 0.103
H -1.3616 0.7458 6.1884 0.105
H -1.8128 1.4464 3.8572 0.093
H -2.0481 5.1108 3.8560 0.118
H -2.7471 7.3832 3.1923 0.105
H -2.0354 8.3118 1.0134 0.103
H -0.6364 6.9453 -0.5092 0.103
H 0.0183 4.6496 0.1504 0.092